This record from the Open Molecules 2025 dataset describes a molecular structure, C35H25EuN8O3S2 at a distorted geometry. The level of theory is wB97M-V/def2-TZVPD.

```
74
Properties=species:S:1:pos:R:3:forces:R:3:mulliken_charge:R:1
Eu -0.403093 -0.037190 0.226950 -0.2 -1.2 -1.4 0.7986
S -0.191849 3.259637 -3.767571 -0.1 -0.1 -0.1 -0.4862
C 1.311864 3.569902 -2.982955 0.1 0.1 -0.1 0.6468
C 2.295684 4.493321 -3.328309 0.0 0.0 0.1 -0.7840
C 3.391724 4.620381 -2.494496 -0.1 0.0 0.0 -0.4198
C 3.482774 3.855758 -1.325822 0.0 0.0 0.0 -1.0368
C 2.505881 2.935981 -0.990576 0.0 0.1 0.0 0.2654
C 1.414868 2.763646 -1.847269 -0.1 -0.3 0.2 -0.6583
N 0.348978 1.875356 -1.653357 0.1 0.4 -0.1 0.2374
C -0.573525 2.049565 -2.547783 -0.4 -0.1 -0.1 0.5725
C -1.901555 1.375589 -2.556657 0.4 0.4 -0.2 1.5940
C -2.848980 1.828008 -3.485448 -0.1 -0.1 -0.1 -1.1421
C -4.121570 1.287840 -3.495294 0.1 0.0 0.1 -0.6628
C -4.431223 0.300458 -2.563446 0.0 0.1 -0.1 -1.0279
C -3.467266 -0.123449 -1.657844 -0.1 -0.1 0.0 -0.1453
C -2.153925 0.379941 -1.598572 -0.5 0.1 -0.2 -0.1779
H 2.195026 5.107274 -4.215331 0.0 0.0 0.0 0.3870
H 4.167343 5.338257 -2.732372 0.0 0.0 0.0 0.3738
H 4.317058 4.003537 -0.650702 0.0 0.0 0.0 0.4111
H 2.545368 2.417914 -0.041710 0.0 0.0 0.0 0.3039
H -2.613540 2.611833 -4.199909 0.0 0.0 0.0 0.2720
H -4.862292 1.636717 -4.204969 0.0 0.0 0.0 0.3715
H -5.428161 -0.128756 -2.541277 0.0 0.0 0.0 0.4091
H -3.773958 -0.895411 -0.955717 0.0 0.0 0.0 0.2270
N 2.218307 -0.440743 -0.361004 0.4 0.1 0.2 -0.0542
C 2.868995 -1.387586 0.458761 0.0 -0.1 -0.1 0.0101
C 2.517260 -1.508572 1.801928 0.0 0.0 0.0 -0.0002
C 3.079031 -2.510921 2.574424 0.0 0.0 0.0 -0.7693
C 3.996875 -3.405976 2.032417 0.0 0.1 0.0 -0.5741
C 4.359932 -3.271587 0.699840 0.0 0.0 0.0 -0.4988
C 3.803897 -2.266840 -0.081875 0.0 -0.1 0.0 -0.1745
H 2.693112 -0.309850 -1.242938 -0.1 0.0 -0.1 0.1785
H 2.143547 0.461401 0.101530 0.1 0.1 0.1 -0.0531
H 1.802548 -0.821859 2.240020 0.0 0.0 0.0 0.4511
H 2.786929 -2.595016 3.614187 0.0 0.0 0.0 0.4030
H 4.428198 -4.187943 2.644440 0.0 0.0 0.0 0.3871
H 5.085846 -3.947733 0.262646 0.0 0.0 0.0 0.3847
H 4.092607 -2.162213 -1.123267 0.0 0.0 0.0 0.3557
N -1.343910 -0.511239 2.341496 -0.2 -0.2 1.0 -0.5828
C -2.301084 -0.683840 2.988199 -0.7 -0.2 0.2 0.7806
N -3.337924 -0.863281 3.738397 0.3 0.1 -0.1 -0.8238
C -4.437023 -1.398354 3.242468 -0.1 -0.2 -0.1 0.6090
N -5.433439 -1.881318 2.885599 0.2 0.1 0.1 -0.6571
N -0.031657 -4.832228 -0.787856 -0.1 0.2 0.1 -0.0388
C 0.507058 -3.604986 -0.526038 0.1 -0.2 -0.1 -0.5231
N -0.347542 -2.758175 -0.040057 -0.4 -0.1 0.0 0.1210
C -1.552362 -3.471227 0.039901 0.0 0.2 0.2 0.0385
C -2.797745 -3.077255 0.528034 0.0 0.0 0.0 0.5738
C -3.819672 -4.003781 0.533014 0.0 -0.1 0.0 -0.8252
C -3.616706 -5.309723 0.050056 0.0 0.1 0.0 -0.4092
C -2.388824 -5.718457 -0.436443 -0.1 0.0 0.1 -1.0600
C -1.368903 -4.771400 -0.419279 0.2 -0.2 -0.2 0.5497
H 0.467639 -5.628664 -1.135411 0.0 0.0 0.0 0.1953
H 1.553291 -3.397374 -0.697158 0.0 0.0 0.0 0.3751
H -2.951906 -2.078938 0.911646 0.0 0.0 0.0 -0.2585
H -4.783356 -3.718460 0.936940 0.0 0.0 0.0 0.4677
H -4.438950 -6.015119 0.067740 0.0 0.0 0.0 0.3839
H -2.229265 -6.727449 -0.797100 0.0 0.0 0.0 0.3708
O -0.440294 3.665324 4.470219 -0.4 -0.2 -0.1 -0.5546
S 1.080901 4.163753 3.929106 0.1 0.8 0.3 0.3157
O 0.831695 5.450750 3.267682 0.1 -0.3 0.0 -0.5817
N 1.434654 3.026560 2.850944 -0.4 -0.5 -0.5 -0.5689
C 0.479703 2.485262 2.106007 0.4 0.3 0.3 0.3895
O 0.744737 1.591266 1.255840 0.9 0.8 0.4 -0.2502
C -0.947554 2.853146 2.276777 -0.1 0.0 -0.1 0.5464
C -1.918410 2.605337 1.299134 0.2 0.1 0.1 0.0268
C -3.256437 2.817871 1.557566 0.0 0.0 0.1 -0.8241
C -3.646139 3.285126 2.813391 0.0 0.0 0.0 -0.4205
C -2.701105 3.580147 3.777389 -0.1 0.0 0.0 -0.7453
C -1.356261 3.377579 3.494611 0.1 0.1 0.3 0.2162
H -1.631067 2.288641 0.302475 0.1 0.0 0.0 0.5136
H -3.988891 2.607854 0.789454 0.0 0.0 0.0 0.4810
H -4.697791 3.427654 3.033690 0.0 0.0 0.0 0.3692
H -2.976348 3.961952 4.752087 0.0 0.0 0.0 0.4249
```
Positions in Å, forces in eV/Å.

Its net charge is -1. The value obtained for the energy above the lowest of the compared OMol25 structures with the same formula, charge and spin is 2.93 kcal/mol. As for the HOMO energy (spin up / spin down): -0.135 / -0.200 Eh. The spin multiplicity is 8. The value obtained for the orbital gap (spin up / spin down) is 5.74 / 7.50 eV. As for the LUMO energy (spin up / spin down): 2.064 / 2.062 eV. The expectation value of S² is 15.76.

***

This record from the Open Molecules 2025 dataset describes a molecular structure, C35H26CeF10N6O3S at a distorted geometry. The level of theory is wB97M-V/def2-TZVPD.

```
82
Properties=species:S:1:pos:R:3:forces:R:3:mulliken_charge:R:1
Ce 0.487408 -0.220422 -0.090760 1.0 0.2 2.4 -1.0862
C 5.470672 1.527011 -0.991285 0.1 -0.1 0.0 -0.6823
O 4.335822 2.373625 -0.940902 -0.1 0.0 -0.1 -0.4758
C 3.550964 2.287363 -2.073118 0.1 -0.2 0.3 -0.2642
C 3.785425 3.130243 -3.132818 -0.1 0.0 -0.1 -0.3244
C 2.974395 3.080668 -4.266824 0.0 0.0 0.0 -0.8791
C 1.935228 2.181689 -4.300885 -0.1 0.0 -0.1 -1.0703
C 1.673951 1.305662 -3.237487 0.2 0.0 0.4 1.3176
C 0.506605 0.459274 -3.341251 0.1 -0.1 0.1 -0.6658
N 0.100047 -0.336717 -2.415503 -0.2 0.0 -0.3 1.1855
N -1.137282 -0.937530 -2.620982 -0.3 0.0 -0.1 -1.4538
C -1.519268 -1.720024 -1.638283 -0.3 0.1 -0.9 0.5981
O -0.808400 -2.064318 -0.618362 0.2 0.5 0.0 -0.3154
C -2.930545 -2.187943 -1.710325 -0.1 -0.1 0.1 0.4367
C -3.877404 -1.476438 -2.444857 0.1 0.0 0.0 -0.4966
C -5.204874 -1.868036 -2.432399 0.0 0.0 0.0 -0.7025
C -5.598538 -2.971789 -1.688018 0.0 0.0 0.0 -0.3910
C -4.658599 -3.685894 -0.957854 -0.1 0.0 0.0 -0.7646
C -3.331069 -3.290484 -0.962314 0.1 0.0 0.1 -0.0683
C 2.509935 1.329635 -2.082296 0.1 0.4 -0.9 0.4979
O 2.370769 0.509961 -1.077198 -0.7 -0.4 0.4 0.4125
H 6.143079 1.804427 -1.809827 0.0 0.0 0.0 0.4111
H 5.182036 0.478474 -1.122815 0.0 0.0 0.0 0.0780
H 5.998295 1.640782 -0.045719 0.0 0.0 0.0 0.2615
H 4.603766 3.836081 -3.062727 0.0 0.0 0.0 0.5169
H 3.150885 3.750268 -5.096697 0.0 0.0 0.0 0.3984
H 1.278628 2.155369 -5.163444 0.0 0.0 0.0 0.4159
H -0.090008 0.551510 -4.247330 -0.1 -0.1 0.0 0.3669
H -3.549460 -0.611886 -3.004524 -0.1 0.0 0.0 0.4282
H -5.938781 -1.301121 -2.990279 0.0 0.0 0.0 0.3995
H -6.639439 -3.267766 -1.665306 0.0 0.0 0.0 0.4147
H -4.968127 -4.545828 -0.378004 0.0 0.0 0.0 0.4142
H -2.594515 -3.823994 -0.374476 0.0 0.0 0.0 0.4233
C 3.606200 -1.181318 1.325416 0.1 0.0 0.0 -1.1529
N 2.334050 -0.598678 1.789732 -0.1 0.0 -0.2 1.1715
C 2.658841 0.766806 2.247019 -0.1 0.4 0.0 -1.1800
C 1.478339 1.685808 2.505913 -0.1 -0.2 0.0 -0.9320
N 0.644835 1.769631 1.320075 0.5 -0.9 -0.6 0.7995
C -0.397331 2.611756 1.316197 -0.9 0.8 -0.2 0.1550
C -1.102559 2.789208 0.100970 0.3 -0.2 0.4 -0.1265
F -0.620959 2.080588 -0.975139 -0.1 0.0 0.1 0.1786
C -2.244246 3.534231 -0.047370 0.0 0.1 -0.1 -0.3059
F -2.856378 3.603628 -1.227428 -0.1 0.0 -0.2 -0.3685
C -2.752318 4.233720 1.033294 0.2 -0.2 0.1 0.7215
F -3.855278 4.969619 0.916697 -0.2 0.1 0.0 -0.3358
C -2.078020 4.149230 2.236858 -0.1 0.0 -0.2 0.3516
F -2.541291 4.817492 3.288083 -0.1 0.1 0.2 -0.3307
C -0.940638 3.381027 2.375063 0.2 -0.3 -0.2 0.0854
F -0.378254 3.362531 3.597566 0.0 0.0 0.1 -0.3717
C 1.796327 -1.480161 2.838569 -0.3 -0.1 0.0 -1.3339
C 0.358348 -1.223304 3.280246 0.0 0.3 0.0 -1.3280
N -0.480013 -0.825506 2.162233 0.9 -0.2 -0.8 1.1208
C -1.797419 -0.689689 2.371774 -1.0 0.1 -0.1 -0.6388
C -2.568848 -0.981918 3.528113 0.3 0.0 -0.2 0.3167
F -1.980434 -1.426422 4.657838 0.0 -0.1 0.1 -0.3636
C -3.941870 -0.850723 3.579495 -0.1 0.1 -0.2 0.1471
F -4.578315 -1.169046 4.702596 -0.1 -0.1 0.2 -0.3152
C -4.675006 -0.406186 2.494124 0.2 0.0 0.0 0.7636
F -6.002632 -0.305648 2.551486 -0.2 0.0 0.0 -0.3405
C -3.977396 -0.057522 1.353789 -0.1 0.1 0.0 0.0743
F -4.619579 0.417875 0.290153 -0.1 0.1 -0.1 -0.3721
C -2.611395 -0.185302 1.330066 0.3 -0.2 0.3 0.3356
F -1.966664 0.228809 0.183713 -0.2 0.0 0.1 -0.3454
H 4.368101 -1.107569 2.111697 0.0 0.0 0.0 0.4132
H 3.475288 -2.227883 1.069281 0.0 0.0 0.0 0.4111
H 3.947440 -0.642855 0.443744 0.0 0.0 0.0 0.0564
H 3.277451 0.717219 3.153692 0.0 -0.1 0.0 0.4346
H 3.243481 1.226667 1.446842 0.1 -0.1 0.0 0.1776
H 0.916743 1.362074 3.383921 0.0 0.0 0.0 0.2515
H 1.903415 2.666598 2.742638 0.0 0.0 0.1 0.8089
H 1.833373 -2.491948 2.427578 0.1 0.0 0.0 0.4711
H 2.440608 -1.454588 3.727841 0.1 -0.1 -0.1 0.2395
H 0.012129 -2.157215 3.731313 0.0 0.0 0.1 0.8041
H 0.337278 -0.472608 4.076605 0.0 0.0 0.0 0.5459
S 1.787817 -4.862155 -1.695560 0.0 0.4 0.2 -0.1674
C 2.579296 -3.686134 -2.663719 0.0 -0.2 0.1 -0.2738
C 2.547000 -2.480480 -2.047413 0.1 0.0 -0.1 -0.9889
N 1.901384 -2.469340 -0.835952 -0.3 0.3 0.1 0.6203
C 1.444743 -3.646366 -0.533902 0.2 -0.5 -0.2 -0.2768
H 3.019301 -3.952331 -3.609862 0.0 0.1 0.0 0.4756
H 2.964729 -1.560841 -2.428650 0.0 0.0 0.0 0.3466
H 0.878715 -3.872662 0.357647 0.0 0.1 0.0 0.2345
```
Positions in Å, forces in eV/Å.

The value obtained for the energy above the lowest of the compared OMol25 structures with the same formula, charge and spin is 0.00 kcal/mol. As for the HOMO energy (spin up / spin down): -0.262 / -0.262 Eh. The value obtained for the orbital gap (spin up / spin down) is 5.63 / 5.64 eV. As for the LUMO energy (spin up / spin down): -1.482 / -1.477 eV.

***

This record from the Open Molecules 2025 dataset describes a molecular structure, C35H27Br2N5O2Ru. The level of theory is wB97M-V/def2-TZVPD.

```
72
Properties=species:S:1:pos:R:3:forces:R:3:mulliken_charge:R:1
Ru -1.007182 0.599786 -0.223569 0.7 -0.3 -0.3 -0.2739
C 3.368447 0.243869 2.933338 0.0 0.0 0.0 -0.7270
C 2.994911 -1.020697 2.493045 0.0 0.0 0.0 -1.0139
C 1.705105 -1.254970 2.051192 0.0 0.0 0.0 0.3355
C 0.782601 -0.207188 2.042922 -0.2 -0.1 -0.1 0.0272
C 1.156948 1.063260 2.473754 0.0 0.1 0.0 -0.0114
C 2.445711 1.282469 2.928660 0.0 0.0 0.0 -0.7321
N -0.507688 -0.380130 1.497357 0.1 -0.1 0.2 0.1423
C -1.281839 -1.480337 1.789819 0.2 0.2 0.0 0.0670
C -1.055652 -2.373607 2.846751 0.0 0.0 0.0 -0.3962
C -1.900849 -3.452647 3.015674 0.0 0.0 0.0 -0.9137
C -2.977348 -3.644083 2.149566 0.0 0.0 0.0 -0.5754
C -3.241084 -2.751182 1.114038 -0.1 -0.1 0.0 -0.6821
C -2.406634 -1.666559 0.949212 -0.1 0.3 -0.2 0.4754
N -2.541169 -0.678649 -0.021850 -0.2 -0.2 0.1 1.3599
N -3.492089 -0.754207 -0.943245 0.2 0.2 0.1 -1.2142
C -3.306928 0.175800 -1.911273 0.0 -0.1 0.0 -0.0211
C -4.231100 0.294606 -2.960814 0.0 0.0 0.0 -0.5659
C -4.021961 1.236055 -3.936015 0.0 0.0 0.0 -0.3153
C -2.894477 2.063884 -3.876021 0.0 0.0 0.0 -0.8850
C -2.021290 1.912218 -2.826333 0.0 0.0 0.0 -0.6234
N -2.212442 0.998430 -1.862399 -0.1 0.0 0.0 0.5218
H 4.379256 0.419784 3.276158 0.0 0.0 0.0 0.4217
H 3.717049 -1.826672 2.481884 0.0 0.0 0.0 0.4409
H 1.419574 -2.225884 1.668301 0.0 0.0 0.0 0.5181
H 0.426952 1.863173 2.455320 0.0 0.0 0.0 0.4734
H 2.732787 2.267146 3.273562 0.0 0.0 0.0 0.4777
H -0.230915 -2.207239 3.525245 0.0 0.0 0.0 0.5596
H -1.730855 -4.144411 3.828899 0.0 0.0 0.0 0.4593
H -3.630534 -4.494970 2.291302 0.0 0.0 0.0 0.4418
H -4.078690 -2.885329 0.444969 0.0 0.0 0.0 0.5118
H -5.083455 -0.369023 -2.965684 0.0 0.0 0.0 0.5534
H -4.726289 1.337527 -4.750865 0.0 0.0 0.0 0.4100
H -2.699157 2.810142 -4.631575 0.0 0.0 0.0 0.4622
H -1.131605 2.521773 -2.732326 0.0 0.0 0.0 0.5571
C -2.905587 3.260935 0.719409 0.0 0.0 0.0 -1.4495
C -1.496322 3.715841 0.480338 0.0 0.0 0.1 0.7127
C -1.111341 5.061305 0.653697 0.0 0.0 0.0 -1.0971
C 0.191211 5.431387 0.465883 0.0 0.0 0.0 -0.9717
C 1.151591 4.471883 0.076959 -0.1 0.0 0.0 0.7611
C 2.536717 4.701359 -0.112623 0.0 0.0 0.0 -0.1221
Br 3.261184 6.424276 0.137706 0.0 0.0 0.0 -0.1913
C 3.360530 3.671641 -0.467661 0.0 -0.1 0.0 -0.6058
C 2.850623 2.374136 -0.681661 0.2 0.0 0.0 -0.1195
Br 4.050149 0.991626 -1.122334 0.0 0.0 0.0 -0.1310
C 1.510221 2.095004 -0.554031 -0.1 -0.1 0.0 0.2653
O 0.949637 0.924179 -0.778508 -0.2 0.2 0.1 0.1580
C 0.681464 3.166178 -0.124692 -0.2 0.0 0.0 0.1934
N -0.610535 2.814343 0.102632 -0.2 0.2 0.1 0.9672
H -3.442957 3.954567 1.362806 0.0 0.0 0.0 0.5387
H -2.918004 2.274608 1.188847 0.0 0.0 0.0 0.1782
H -3.447846 3.190832 -0.226754 0.0 0.0 0.0 0.1904
H -1.852797 5.786835 0.958791 0.0 0.0 0.0 0.5379
H 0.498071 6.457283 0.620633 0.0 0.0 0.0 0.3620
H 4.419903 3.846278 -0.592657 0.0 0.0 0.0 0.4711
C 1.483983 -1.319024 -2.890281 0.0 0.0 0.0 -1.5041
C 0.816006 -1.979998 -1.724448 0.0 0.0 0.0 0.9247
O -0.218661 -1.532237 -1.251258 -0.1 -0.1 0.0 -0.3372
C 1.410647 -3.206693 -1.128331 0.0 0.1 -0.1 0.4814
C 0.638958 -3.980937 -0.262747 0.0 0.0 0.1 -0.1232
C 1.187757 -5.096341 0.346055 0.0 0.0 0.0 -0.5595
C 2.512608 -5.440476 0.097973 0.0 0.0 0.0 -0.5209
C 3.283005 -4.676707 -0.767687 0.0 0.0 0.0 -0.8096
C 2.730020 -3.566683 -1.388577 0.0 0.0 0.0 -0.4937
H 0.855175 -0.516587 -3.264932 0.0 0.0 0.0 0.2334
H 1.683791 -2.050755 -3.674424 0.0 0.0 0.0 0.5672
H 2.436479 -0.890612 -2.573309 0.0 0.0 0.0 0.0950
H -0.390271 -3.696746 -0.077571 0.0 0.0 0.0 0.4222
H 0.585033 -5.699837 1.012117 0.0 0.0 0.0 0.4283
H 2.943110 -6.312278 0.573338 0.0 0.0 0.0 0.4302
H 4.312221 -4.947582 -0.961790 0.0 0.0 0.0 0.4343
H 3.336096 -2.973157 -2.059924 0.0 0.0 0.0 0.4175
```
Positions in Å, forces in eV/Å.

Its net charge is +1. The value obtained for the energy above the lowest of the compared OMol25 structures with the same formula, charge and spin is 0.00 kcal/mol. As for the HOMO energy (spin up / spin down): -0.348 / -0.388 Eh. The spin multiplicity is 6. The value obtained for the orbital gap (spin up / spin down) is 6.70 / 5.61 eV. As for the LUMO energy (spin up / spin down): -2.773 / -4.938 eV. The expectation value of S² is 8.80.

***

Number 1: energy -3519.41068 hartree. Number 2: energy -3775.55616 hartree. Number 3: energy -7016.90799 hartree.